Density functional theory data (ωB97M-V/def2-TZVPD) for a structure of composition C47H49BrN3O6SSnTe at a distorted geometry.

- molar mass (g mol⁻¹) = 1110.2
- lowest unoccupied orbital energy (spin up / spin down) (Eh) = 0.008 / -0.050
- multiplicity = 2

Each line ends with the Löwdin spin population.
Positions of all 109 atoms, in Å:
H (4.321, -3.728, 0.583)  0.000
C (6.361, -2.305, 1.549)  0.000
C (1.273, 5.030, 2.111)  0.000
C (4.906, -1.930, 1.575)  0.000
C (-0.912, 4.039, -2.027)  0.038
C (1.989, -3.210, 4.188)  0.000
C (2.644, 0.777, 2.934)  0.000
H (2.218, -4.596, 0.524)  0.000
H (4.332, -1.562, -1.980)  0.000
O (-2.416, 0.757, 0.591)  0.019
H (-0.953, -1.256, -5.577)  0.000
H (-1.299, -3.674, -8.213)  0.000
C (-1.106, -3.000, -7.383)  0.000
C (-1.272, 2.766, -2.417)  0.329
C (0.502, -3.443, 4.127)  0.001
H (1.239, 5.702, 2.959)  0.000
O (-1.956, 1.960, 2.675)  0.000
H (2.394, -3.932, -5.809)  0.000
H (-0.055, 4.186, -1.385)  0.005
C (-2.770, 4.585, 1.164)  0.000
C (-1.292, -2.577, -1.639)  0.007
H (0.739, -5.073, 5.481)  0.000
H (-1.887, -3.121, -6.627)  0.000
Sn (-0.340, 0.682, -1.417)  0.211
H (-2.064, 4.782, 1.955)  0.000
H (3.449, -2.737, -3.952)  0.000
C (-4.657, 4.058, -0.796)  0.000
C (0.353, 4.010, 1.997)  0.001
H (-3.698, -1.920, 3.644)  0.000
C (4.026, -0.668, -2.528)  0.002
H (2.388, -3.662, 5.095)  0.000
C (0.420, 3.164, 0.875)  0.001
C (-1.794, -5.845, 5.984)  0.000
C (-3.591, 5.594, 0.695)  0.000
H (-1.544, -3.614, -1.846)  0.000
C (2.497, -2.388, -4.329)  0.000
H (-2.602, 1.542, -3.556)  0.003
C (-2.351, 2.554, -3.256)  0.030
C (-3.838, 3.039, -0.338)  0.000
C (-1.661, 5.128, -2.458)  0.017
H (2.299, 0.566, 3.951)  0.000
H (5.159, -0.055, 2.566)  0.000
C (-5.422, 6.464, -0.778)  0.000
O (1.939, 0.049, -1.730)  0.041
N (1.360, 3.320, -0.064)  0.000
H (2.988, 5.973, 1.196)  0.000
C (0.662, -2.655, -5.844)  0.001
N (-0.412, 2.095, 0.657)  0.026
C (2.605, -2.576, 1.121)  0.000
H (-3.287, -4.120, 4.498)  0.000
H (-1.112, -1.968, -7.743)  0.000
H (1.827, 1.240, 2.392)  0.000
C (3.085, -0.481, 2.240)  0.000
H (2.497, -3.666, 3.341)  0.000
O (-0.131, 0.025, -3.590)  0.054
C (0.016, -1.600, -5.245)  0.005
Te (0.064, -0.996, 2.081)  0.013
H (-2.497, -1.065, 2.677)  0.000
H (0.817, -3.781, 1.235)  0.000
H (-3.500, 6.593, 1.104)  0.000
H (-0.409, -2.278, -2.206)  0.001
H (3.460, 1.495, 2.999)  0.000
C (0.023, -4.472, 4.931)  0.000
C (-2.890, 3.307, 0.635)  0.001
H (4.370, 0.196, -1.963)  0.000
C (-4.541, 5.348, -0.294)  0.000
O (-1.571, -3.117, 0.690)  0.021
H (6.691, -2.480, 0.524)  0.000
C (2.155, -1.405, 1.752)  -0.001
C (-2.865, -2.048, 2.953)  0.001
C (-3.080, 3.637, -3.729)  0.013
H (6.982, -1.529, 1.993)  0.000
C (2.251, 4.296, 0.075)  0.000
H (2.989, 4.357, -0.718)  0.000
O (0.164, -3.365, -6.880)  -0.001
H (-4.817, 7.288, -1.158)  0.000
H (-6.036, 6.845, 0.040)  0.000
C (1.863, -1.303, -3.684)  0.004
C (-2.223, -3.942, 4.392)  0.000
C (2.250, 5.188, 1.131)  0.000
H (2.232, -2.151, 4.201)  0.000
N (-0.188, -1.399, 0.148)  0.129
H (-5.410, 3.843, -1.545)  0.000
Br (-3.743, 6.402, -3.910)  -0.002
H (1.340, -3.382, -0.402)  0.000
H (6.507, -3.232, 2.105)  0.000
H (4.479, -0.682, -3.516)  0.001
C (1.919, -3.072, -5.358)  0.004
H (-6.078, 6.126, -1.577)  0.000
C (1.690, -3.646, 0.596)  0.001
H (-1.593, -5.562, 7.019)  0.000
H (-2.127, -1.939, -1.941)  0.003
C (2.516, -0.611, -2.608)  0.004
S (-1.898, 1.955, 1.231)  0.006
C (-1.056, -2.384, -0.153)  0.009
H (-0.391, 3.814, 2.755)  0.000
H (-3.240, -2.530, 2.051)  0.000
C (0.561, -0.923, -4.126)  0.002
C (-0.423, -2.688, 3.382)  0.007
C (-2.728, 4.909, -3.312)  -0.011
C (-1.798, -2.899, 3.577)  0.000
H (-3.916, 3.501, -4.402)  0.002
H (-1.265, -6.777, 5.787)  0.000
H (-1.409, 6.134, -2.151)  0.002
C (-1.328, -4.752, 5.064)  0.000
C (3.972, -2.808, 1.041)  0.000
H (-2.863, -6.017, 5.878)  0.000
H (-3.927, 2.030, -0.714)  0.000
C (4.445, -0.759, 2.153)  0.000

---

Density functional theory data (ωB97M-V/def2-TZVPD) for a structure of composition C47H49ClN9OSZr.

- molar mass (g mol⁻¹) = 914.7
- lowest unoccupied orbital energy (Eh) = -0.347
- total charge = +3

Each line ends with the Mulliken charge.
Positions of all 109 atoms, in Å:
C (5.914, 2.023, -2.170)  -1.010
H (6.998, -4.169, 2.522)  0.452
C (2.333, 1.976, 0.800)  0.246
H (-2.612, -1.089, -4.123)  0.357
H (3.434, -4.026, 1.419)  0.405
H (6.964, -2.733, 1.498)  0.349
H (4.862, -3.657, 0.424)  0.318
C (6.623, -3.148, 2.449)  -1.540
C (3.783, 0.966, 2.481)  0.930
H (-0.043, 5.796, -0.304)  0.484
C (4.610, 0.520, 3.513)  -1.541
N (2.714, -1.593, -2.326)  0.665
C (3.786, -1.243, 1.461)  0.487
C (0.097, 4.389, -1.914)  -0.808
C (-5.425, 1.809, 3.024)  0.240
N (-2.000, -1.393, 0.385)  -0.949
N (-0.133, -0.302, -0.169)  0.609
H (-5.886, -0.214, 3.600)  0.515
C (4.999, -0.799, 3.489)  -0.685
H (-3.353, 3.853, 4.789)  0.472
C (1.049, 4.050, 0.275)  -0.913
H (4.937, 1.180, 4.303)  0.447
S (3.105, 2.541, 2.206)  -0.296
H (-3.066, -5.770, -4.319)  0.447
H (-3.145, 2.619, -2.615)  0.475
C (-3.766, 3.209, -0.106)  -1.362
H (-3.487, -3.342, -4.482)  0.454
C (-3.271, 1.714, -2.017)  -1.344
H (5.644, -1.150, 4.281)  0.508
C (-1.053, 0.575, 0.257)  -0.484
N (3.936, 0.681, -2.091)  -0.027
H (-4.868, 3.875, 2.844)  0.461
C (-6.277, 1.787, 1.779)  -1.416
C (0.578, 3.147, -2.323)  -0.417
C (1.531, 2.806, -0.125)  1.116
H (-4.388, 3.441, 0.754)  0.010
H (-6.645, 0.728, -0.043)  0.620
H (-5.339, -0.857, -0.795)  0.491
H (-0.934, 1.645, 0.319)  0.625
C (-4.464, 0.654, 4.923)  -0.880
C (-3.881, 2.956, 4.496)  -1.000
H (1.229, 4.424, 1.276)  0.507
H (-6.296, 2.780, 1.329)  0.427
Cl (-2.642, 1.766, 6.581)  -0.192
C (4.652, -3.769, 3.877)  -1.589
C (6.067, -0.320, -2.611)  -1.056
H (5.096, -3.263, 4.733)  0.359
H (0.401, 2.834, -3.347)  0.583
C (3.962, -1.641, -2.601)  -0.630
O (-4.489, -0.407, -0.846)  -0.564
C (-4.280, 2.002, -0.893)  2.148
C (-2.292, -5.071, -4.031)  -0.476
C (-5.886, 0.724, 0.741)  -2.038
H (7.079, -2.570, 3.252)  0.367
C (-3.428, 0.479, 1.081)  -2.568
H (-7.314, 1.577, 2.052)  0.564
C (-2.536, -3.714, -4.122)  -0.988
H (4.417, -2.535, -3.018)  0.568
C (-1.061, -5.549, -3.575)  -0.837
N (2.567, 0.697, 0.528)  1.286
C (-5.588, 2.391, -1.594)  -2.003
C (4.599, -1.707, 2.479)  0.059
Zr (1.711, 0.171, -1.414)  -0.441
C (-4.732, 2.955, 3.400)  -0.121
C (5.092, -3.148, 2.542)  1.946
H (-5.391, 3.170, -2.332)  0.527
H (4.877, -5.025, 1.520)  0.460
H (-3.176, 1.358, 1.671)  0.672
C (4.544, 1.861, -1.975)  0.038
N (1.910, -2.700, -2.559)  -1.352
H (-5.953, -0.261, 1.216)  0.949
H (0.900, -5.032, -2.873)  0.514
H (-0.447, 5.016, -2.607)  0.528
H (-0.324, -2.463, -0.266)  0.636
C (1.286, 2.327, -1.446)  1.285
C (0.724, -2.315, -2.930)  0.175
C (-0.062, -4.673, -3.211)  -0.511
C (-0.780, -1.509, -0.046)  -1.005
H (6.345, 3.010, -2.075)  0.471
H (-2.285, 1.440, -1.640)  -0.235
C (-4.513, 0.741, 0.014)  2.138
C (-5.307, 0.675, 3.826)  -0.063
H (-1.077, 0.448, -3.417)  0.770
H (7.755, 1.018, -2.627)  0.493
N (-1.722, -1.452, -3.804)  0.225
C (4.705, -0.389, -2.424)  0.872
C (3.383, 0.092, 1.473)  -1.631
C (0.329, 4.831, -0.619)  -0.958
C (-3.732, 1.792, 5.234)  0.355
H (3.465, -1.914, 0.671)  0.545
N (0.387, -0.953, -2.956)  -0.225
H (-4.380, -0.226, 5.545)  0.458
N (-2.166, -0.065, 0.557)  1.240
C (6.688, 0.925, -2.479)  -0.360
H (-6.333, 2.782, -0.904)  0.309
H (4.969, -4.812, 3.918)  0.455
H (6.633, -1.206, -2.864)  0.518
H (-2.745, 3.071, 0.265)  -0.087
H (-3.755, 4.088, -0.751)  0.616
H (-3.633, 0.914, -2.663)  0.423
C (-1.526, -2.840, -3.746)  0.419
H (3.916, 2.705, -1.724)  0.566
H (3.567, -3.741, 3.988)  0.384
H (-3.774, -0.283, 1.773)  0.385
H (-6.024, 1.543, -2.124)  0.374
C (-0.811, -0.602, -3.396)  -0.652
C (-0.288, -3.293, -3.291)  0.964
C (4.526, -4.000, 1.408)  -1.962
H (-0.891, -6.615, -3.518)  0.459

---

Density functional theory data (ωB97M-V/def2-TZVPD) for a structure of composition C47H49ClN9OSZr.

- molar mass (g mol⁻¹) = 914.7
- lowest unoccupied orbital energy (Eh) = -0.350
- total charge = +3

Each line ends with the Mulliken charge.
Positions of all 109 atoms, in Å:
H (4.417, -0.044, 2.786)  0.557
N (1.764, -0.229, -3.272)  0.959
N (-0.912, 2.656, -0.708)  -1.539
C (-4.192, 5.314, -3.444)  -0.449
H (-5.146, -1.835, 1.135)  0.537
C (3.646, 1.250, -2.551)  0.938
H (-1.249, -1.720, 3.554)  0.425
C (4.818, 3.048, -0.681)  -1.722
C (0.125, -1.662, -4.362)  0.652
C (-1.519, -3.015, -5.466)  -0.884
H (-3.432, -2.059, 0.841)  0.120
C (5.512, 1.344, -4.061)  -0.710
H (-4.908, 6.018, -3.845)  0.445
H (4.967, 4.495, -3.031)  0.376
H (-0.757, -3.419, -1.292)  0.635
C (3.719, -0.099, 1.962)  -0.713
H (0.730, 2.667, 1.157)  0.623
Zr (0.234, -0.145, -1.733)  0.333
C (5.631, 2.725, -1.934)  1.953
C (4.899, 1.751, -2.855)  -0.122
H (0.428, -2.643, -6.267)  0.495
N (-1.206, -2.477, 1.663)  1.260
C (-0.743, -1.422, -3.274)  0.406
C (5.897, 4.029, -2.699)  -1.645
H (4.572, -1.870, 1.087)  0.597
C (-4.277, -2.423, 1.434)  -1.697
H (-0.291, 1.644, 5.386)  0.511
C (4.909, 0.484, -4.948)  -1.533
C (-2.354, 3.517, -2.396)  0.568
H (3.864, 3.525, -0.922)  0.342
H (-2.583, 4.581, -0.545)  0.505
C (-2.400, -2.780, -4.417)  -0.816
H (4.627, 2.151, -0.083)  0.251
C (0.803, 1.781, 0.531)  -0.921
C (0.967, -1.471, 5.854)  -0.977
H (-0.784, -3.424, 3.434)  0.523
C (1.847, 0.768, 0.771)  0.952
H (-3.598, -1.619, 5.994)  0.431
C (-4.068, -2.250, 2.946)  1.909
H (-4.229, 6.177, -1.477)  0.466
H (-2.400, 0.407, 5.714)  0.537
H (-1.049, 0.737, -4.686)  0.508
C (-2.900, -3.153, 3.463)  1.789
C (-1.496, -2.674, 3.095)  -2.281
N (-0.713, -1.528, -0.225)  0.247
C (2.713, 0.866, 1.833)  -0.824
H (-6.210, -2.111, 3.182)  0.506
C (6.964, 2.097, -1.504)  -1.615
C (-1.368, 2.560, -1.917)  0.305
C (0.918, -0.115, 5.574)  0.525
C (-0.945, -1.333, 1.083)  -0.756
H (7.614, 1.901, -2.356)  0.373
H (6.523, 3.864, -3.575)  0.374
H (5.376, 3.743, -0.054)  0.500
N (1.920, -0.240, -0.140)  1.417
H (6.810, 1.154, -0.975)  0.356
H (5.403, 0.200, -5.867)  0.460
H (-1.819, -3.634, -6.300)  0.444
C (-5.380, -2.656, 3.632)  -1.891
C (-1.457, -1.508, 5.943)  -0.003
Cl (2.414, 0.764, 5.318)  -0.191
C (-0.280, 0.573, 5.534)  -1.077
C (-1.462, -0.134, 5.726)  0.060
H (-3.793, -3.969, 5.217)  0.562
H (-2.073, -4.148, 5.148)  0.640
H (-0.188, -3.214, 6.267)  0.528
C (-1.378, 1.527, -4.024)  -0.577
H (6.494, 1.726, -4.307)  0.503
H (-3.968, 4.267, -5.308)  0.429
C (-2.013, -1.996, -3.335)  -0.036
C (2.882, -1.148, -0.014)  -0.852
C (1.439, -1.001, -4.318)  0.808
C (-0.225, -2.154, 6.042)  0.081
H (-2.722, -1.845, -2.527)  0.563
C (-0.251, -2.454, -5.443)  -0.997
H (-5.596, -3.719, 3.507)  0.394
C (3.645, -0.005, -4.618)  0.592
H (-3.391, -3.214, -4.441)  0.488
C (3.029, 0.364, -3.432)  -1.187
H (-2.979, -0.371, 2.638)  -0.084
H (-4.701, -0.190, 2.913)  0.603
C (-2.893, 4.516, -1.578)  -0.297
H (-3.674, -4.951, 3.256)  0.591
C (-3.822, -0.763, 3.214)  -1.337
H (-5.385, -2.433, 4.698)  0.342
C (-2.875, -3.422, 4.992)  -1.610
H (-3.635, -0.542, 4.261)  0.150
O (-2.979, -4.433, 2.835)  -0.658
N (-0.939, 1.532, -2.768)  -0.004
C (-3.808, 5.403, -2.103)  -0.844
C (-2.755, 3.449, -3.726)  0.186
H (-4.453, -3.460, 1.160)  0.381
H (7.496, 2.778, -0.839)  0.452
S (2.615, -1.067, -5.526)  -0.316
C (-3.670, 4.337, -4.270)  -0.960
C (-2.745, -2.296, 6.032)  -1.459
C (3.807, -1.109, 1.028)  -1.107
H (-2.474, 2.339, -5.482)  0.327
H (1.918, -1.977, 5.943)  0.494
C (-0.867, -2.896, -0.357)  -0.891
H (-2.806, -2.776, 7.012)  0.523
H (2.925, -1.931, -0.763)  0.518
H (-0.941, -0.390, 1.605)  0.466
N (0.004, 1.644, -0.467)  1.227
H (2.624, 1.672, 2.549)  0.719
H (6.420, 4.736, -2.054)  0.454
N (-1.151, -3.492, 0.764)  -0.860
N (-2.201, 2.420, -4.511)  0.185
H (3.151, 1.555, -1.640)  0.069